[1]
A molecular structure, C36H32BN8NiSbSe4, computed with ωB97M-V/def2-TZVPD.

charge: -2
spin multiplicity: 3
HOMO energy (alpha / beta): -0.059 / -0.059 hartree

Structure (XYZ):
```
83
Properties=species:S:1:pos:R:3:forces:R:3:lowdin_charge:R:1
Ni 0.518 -0.594 -0.101 0.4 -0.6 0.5 0.1267
C 1.182 4.785 -0.669 0.0 0.0 0.0 -0.0373
C 1.013 3.542 0.141 0.0 0.0 -0.1 -0.2796
C 0.960 3.401 1.506 0.1 0.0 0.1 0.0142
C 0.816 2.016 1.729 0.0 0.0 -0.1 -0.2235
N 0.756 1.379 0.565 -0.1 0.2 0.1 0.0874
N 0.889 2.314 -0.405 -0.1 -0.1 0.0 0.0387
B 0.832 1.947 -1.905 -0.1 -0.1 -0.1 -0.4854
N 1.917 0.875 -2.204 0.0 0.0 0.2 0.0494
N 2.194 -0.088 -1.273 0.0 0.2 -0.4 0.0809
C 3.396 -0.567 -1.570 0.0 0.1 0.0 -0.2463
C 3.896 0.056 -2.729 0.0 0.0 0.0 0.0199
C 2.937 0.974 -3.086 -0.1 0.0 -0.1 -0.2818
C 2.938 1.914 -4.246 0.0 0.0 0.0 -0.0323
C 4.135 -1.493 -0.698 -0.1 0.0 0.1 -0.2392
C 4.905 -2.519 -1.234 0.0 0.0 0.0 -0.0547
C 5.586 -3.391 -0.400 0.0 0.0 0.0 -0.0949
C 5.514 -3.235 0.978 0.0 0.0 0.0 -0.0979
C 4.767 -2.199 1.518 0.0 0.0 0.0 -0.0926
C 4.081 -1.331 0.685 0.0 0.0 0.0 -0.0964
N -0.622 1.543 -2.278 0.1 0.1 0.0 0.0320
N -1.412 1.035 -1.321 -0.4 0.1 0.2 0.1253
C -2.658 1.105 -1.764 0.1 0.2 -0.2 -0.2597
C -2.680 1.667 -3.060 0.0 -0.2 -0.1 0.0137
C -1.359 1.933 -3.348 0.0 0.0 0.0 -0.2842
C -0.760 2.518 -4.584 0.0 0.0 0.0 -0.0340
C -3.798 0.738 -0.909 0.0 0.0 0.0 -0.1797
C -4.955 0.187 -1.454 0.0 0.0 0.0 -0.0507
C -6.031 -0.146 -0.645 0.0 0.0 0.0 -0.0988
C -5.962 0.067 0.724 0.0 0.0 0.0 -0.1103
C -4.811 0.615 1.276 0.0 0.0 0.0 -0.0887
C -3.737 0.951 0.467 0.0 -0.1 0.0 -0.0341
C 0.773 1.320 3.026 0.0 0.0 0.0 -0.1549
C 0.974 -0.055 3.134 0.2 -0.1 0.0 -0.0464
C 0.944 -0.684 4.371 0.1 0.0 0.0 -0.0860
C 0.716 0.058 5.522 0.0 -0.1 0.0 -0.0978
C 0.525 1.430 5.430 0.0 0.0 0.0 -0.1088
C 0.557 2.055 4.194 -0.1 0.0 0.0 -0.0538
H 1.277 5.641 -0.002 0.0 0.0 0.0 0.0713
H 0.327 4.954 -1.327 0.0 0.0 0.0 0.0787
H 2.074 4.734 -1.296 0.0 0.0 0.0 0.0751
H 1.058 4.188 2.235 0.0 0.0 0.0 0.0950
H 1.090 2.927 -2.551 0.1 0.0 0.0 0.0969
H 4.840 -0.125 -3.214 0.0 0.0 0.0 0.1034
H 3.923 1.911 -4.713 0.0 0.0 0.0 0.0731
H 2.701 2.933 -3.942 0.0 0.0 0.0 0.0624
H 2.205 1.617 -4.999 0.0 0.0 0.0 0.0713
H 4.918 -2.668 -2.307 0.0 0.0 0.0 0.1096
H 6.142 -4.219 -0.823 0.0 0.0 0.0 0.0936
H 6.014 -3.940 1.630 0.0 0.0 0.0 0.0941
H 4.680 -2.092 2.592 0.0 0.0 0.0 0.1031
H 3.467 -0.540 1.098 0.0 0.0 0.0 0.1011
H -3.533 1.858 -3.691 0.0 0.0 0.0 0.0975
H -1.547 2.937 -5.211 0.0 0.0 0.0 0.0719
H -0.232 1.761 -5.167 0.0 0.0 0.0 0.0753
H -0.045 3.307 -4.348 0.0 0.0 0.0 0.0622
H -4.995 -0.010 -2.520 0.0 0.0 0.0 0.1083
H -6.914 -0.597 -1.080 0.0 0.0 0.0 0.0964
H -6.793 -0.212 1.360 0.0 0.0 0.0 0.0959
H -4.742 0.765 2.347 0.0 0.0 0.0 0.1028
H -2.826 1.359 0.888 0.0 0.0 0.0 0.1143
H 1.172 -0.658 2.250 0.0 0.0 0.0 0.0710
H 1.098 -1.756 4.410 -0.1 0.0 0.0 0.0329
H 0.688 -0.435 6.487 0.0 0.0 0.0 0.0945
H 0.349 2.018 6.324 0.0 0.0 0.0 0.0890
H 0.398 3.125 4.130 0.0 0.0 0.0 0.0942
N -6.065 -3.747 1.361 0.0 0.0 0.0 0.1469
C -5.010 -3.325 1.184 0.0 0.0 0.0 -0.1837
C -3.724 -2.718 0.960 0.0 0.0 0.0 -0.2546
C -3.234 -2.574 -0.334 0.0 0.0 0.0 -0.0443
C -2.048 -1.895 -0.510 -0.1 0.1 0.0 -0.1499
N -1.364 -1.351 0.500 0.2 -0.1 0.0 0.0107
C -1.804 -1.558 1.740 0.0 0.2 0.0 -0.1369
C -2.976 -2.239 2.022 -0.1 0.0 0.0 -0.0227
H -3.763 -2.991 -1.178 0.0 0.0 0.0 0.1219
H -1.634 -1.750 -1.499 0.0 0.0 0.0 0.1160
H -1.211 -1.140 2.540 0.0 -0.1 0.0 0.0924
H -3.299 -2.376 3.043 0.1 0.0 0.0 0.1207
Se -0.145 -4.282 3.694 0.0 0.0 0.0 -0.2368
Sb 0.126 -4.860 1.338 0.1 0.3 0.1 -0.3547
Se 1.395 -3.125 0.112 -0.2 0.0 -0.1 0.0848
Se 0.925 -7.117 0.749 0.2 -0.2 0.1 -0.2144
Se -1.899 -5.857 0.335 -0.3 0.1 -0.2 -0.1685
```
Positions in Å, forces in eV/Å.

=====

[2]
A molecular structure, C36H32Br6N6O8 at a distorted geometry, computed with ωB97M-V/def2-TZVPD.

energy relative to the best compared isomer or geometry (same formula, charge and spin): 0.000 eV
HOMO energy: -0.348 hartree

Structure (XYZ):
```
88
Properties=species:S:1:pos:R:3:forces:R:3:lowdin_charge:R:1
C 2.622 -7.299 5.201 0.7 -1.9 -0.1 -1.4723
Br 3.870 -7.382 3.646 -0.8 0.6 0.9 0.4895
Br 3.686 -7.666 6.849 -0.8 0.6 -0.9 0.4991
Br 1.356 -8.800 4.957 0.3 0.7 0.2 0.4979
H 2.014 -6.397 5.269 0.6 0.0 -0.1 -0.0144
C 0.676 -0.782 0.663 0.1 0.3 0.7 -1.4929
Br -0.219 -2.302 1.594 0.4 1.2 -0.8 0.5091
Br 2.463 -0.508 1.468 -0.9 0.0 -0.3 0.5079
Br -0.402 0.914 0.647 0.8 -1.4 0.1 0.5069
H 0.897 -1.025 -0.377 -0.4 -0.1 0.3 -0.0313
C 3.839 -6.846 -3.875 0.3 -0.9 2.5 -0.0967
C 3.996 -5.862 -4.795 -0.1 1.3 -1.0 -0.0799
C 4.970 -5.933 -5.785 -0.3 -1.4 0.4 0.0157
C 5.769 -7.099 -5.799 -1.2 0.3 0.2 -0.1325
C 5.624 -8.114 -4.831 0.2 1.4 0.7 0.0208
C 4.757 -7.855 -3.743 0.9 -1.6 -2.5 -0.0658
N 6.668 -7.269 -6.930 0.2 1.5 -2.2 -0.3717
O 7.481 -8.131 -6.905 1.3 -2.3 1.2 0.0953
O 6.627 -6.522 -7.916 -1.2 0.4 1.2 0.0502
H 3.119 -6.933 -3.074 -0.6 1.0 -0.2 0.1119
H 3.370 -4.982 -4.777 -0.3 -0.1 -0.1 0.1105
H 4.916 -5.215 -6.590 0.7 0.0 0.0 0.1191
H 6.165 -9.048 -4.798 0.4 0.2 -0.5 0.1157
H 4.724 -8.629 -2.990 -0.3 0.2 0.2 0.1074
C 2.988 5.493 6.571 0.7 0.0 -0.2 -0.0727
C 1.602 5.250 6.732 1.3 1.6 1.0 -0.0500
C 0.968 6.005 7.721 -0.9 1.5 0.4 -0.0154
C 1.636 6.974 8.515 2.4 -2.2 -0.7 -0.1265
C 3.042 7.007 8.389 -0.3 1.6 0.0 -0.0143
C 3.756 6.373 7.360 -2.6 -0.6 0.7 -0.0520
N 1.060 7.671 9.695 0.0 0.6 0.1 -0.3139
O 1.674 8.684 10.132 -1.8 -2.6 -0.8 0.0460
O 0.026 7.161 10.139 1.5 1.3 -0.2 0.0739
H 3.587 5.022 5.806 -0.4 -0.5 -0.3 0.0974
H 1.028 4.589 6.099 0.2 0.0 0.0 0.1052
H -0.107 6.058 7.800 -0.2 -0.6 0.1 0.1109
H 3.515 7.709 9.059 0.4 -0.1 0.1 0.1064
H 4.820 6.499 7.223 -0.1 0.0 0.0 0.1051
C -5.018 9.427 0.033 -0.4 1.9 -0.1 -0.0863
C -4.725 8.197 -0.393 0.4 -2.0 -2.5 -0.1053
C -4.849 7.070 0.353 0.2 -0.6 2.2 -0.0055
C -5.275 7.217 1.684 0.8 1.4 -0.2 -0.1250
C -5.468 8.532 2.218 -0.7 -2.4 -0.8 0.0220
C -5.368 9.592 1.339 -0.5 0.6 1.6 -0.0796
N -5.448 6.039 2.517 -1.3 -2.5 1.1 -0.3182
O -5.800 4.977 1.939 1.0 2.3 0.9 0.0494
O -5.339 6.112 3.756 0.1 0.4 -2.2 0.0607
H -5.053 10.294 -0.610 0.3 -0.1 -0.2 0.1181
H -4.472 7.907 -1.403 0.3 0.9 -0.4 0.1164
H -4.448 6.172 -0.092 -0.6 -0.4 0.4 0.1248
H -5.913 8.598 3.200 0.4 0.3 0.2 0.1170
H -5.630 10.579 1.692 0.0 0.1 0.1 0.1115
C -5.761 -4.983 -9.918 2.3 0.6 0.0 -0.0386
C -5.179 -3.912 -10.681 -2.4 -1.0 2.2 -0.0433
C -4.503 -2.885 -10.000 -0.1 -0.3 -2.0 -0.0202
C -4.252 -3.011 -8.669 0.8 -0.8 1.7 -0.1362
C -4.646 -4.153 -7.956 0.8 1.4 0.3 -0.0231
C -5.392 -5.115 -8.557 -0.1 -0.6 -1.3 -0.0790
N -3.399 -2.024 -7.925 0.2 2.2 1.4 -0.3093
O -3.220 -0.930 -8.464 -0.2 -1.4 -0.2 0.0603
O -3.001 -2.213 -6.752 -1.0 -0.9 -2.4 0.0446
H -6.201 -5.841 -10.404 -0.4 0.2 -0.2 0.0979
H -5.550 -3.818 -11.691 0.6 0.2 -0.3 0.1007
H -4.141 -2.095 -10.643 0.2 0.4 0.5 0.1204
H -4.301 -4.263 -6.938 0.0 0.0 0.0 0.1178
H -5.483 -6.042 -8.011 -0.7 -0.1 -0.1 0.1081
N -6.128 -6.219 5.270 0.5 0.6 -0.4 0.0395
C -5.729 -4.972 5.599 -1.0 -0.1 -0.5 -0.1441
C -6.573 -3.842 5.596 -0.3 -1.0 -0.2 -0.0686
C -7.907 -4.058 5.245 -0.3 -1.8 -0.3 -0.0759
C -8.306 -5.354 4.816 1.0 0.8 0.5 -0.0683
C -7.365 -6.398 4.803 -0.7 1.2 1.3 -0.1571
H -4.690 -4.854 5.866 0.1 -0.1 0.2 0.0948
H -6.193 -2.880 5.908 0.0 0.0 0.0 0.0954
H -8.741 -3.379 5.341 0.4 0.7 0.0 0.0966
H -9.355 -5.523 4.623 0.0 -0.2 -0.3 0.0911
H -7.701 -7.409 4.625 0.2 -0.2 -0.3 0.0967
N 8.023 4.153 -0.173 -0.5 -2.6 0.8 0.0378
C 8.614 2.948 -0.439 1.3 3.0 -0.9 -0.1191
C 9.514 2.906 -1.514 -1.2 1.1 0.6 -0.0696
C 9.676 4.097 -2.275 0.0 -0.7 -0.8 -0.0716
C 8.921 5.279 -2.102 0.4 -2.7 0.1 -0.0548
C 8.097 5.165 -1.009 -0.8 0.8 0.5 -0.2045
H 8.567 2.125 0.259 -0.6 0.1 0.1 0.0967
H 9.977 1.947 -1.695 0.5 0.3 -0.5 0.0921
H 10.340 4.009 -3.122 0.2 0.2 -0.1 0.0913
H 8.808 6.062 -2.836 0.5 0.1 0.2 0.1027
H 7.405 5.955 -0.759 0.0 0.4 0.0 0.0990
```
Positions in Å, forces in eV/Å.

=====

[3]
A molecular structure, C36H32BrCl2F4N7O3PRe at a distorted geometry, computed with ωB97M-V/def2-TZVPD.

charge: +3
spin multiplicity: 2
energy relative to the best compared isomer or geometry (same formula, charge and spin): 1.586 eV
HOMO energy (alpha / beta): -0.576 / -0.571 hartree

Structure (XYZ):
```
87
Properties=species:S:1:pos:R:3:forces:R:3:lowdin_charge:R:1
Re 1.035 -0.138 0.272 1.8 -0.1 0.5 1.5041
F -6.727 -0.348 -1.878 0.0 0.0 0.0 0.1934
C -5.542 -0.394 -1.318 0.0 0.0 0.0 -0.1174
C -5.392 -0.819 -0.011 0.0 0.0 0.0 -0.1182
F -6.440 -1.188 0.696 0.0 0.0 0.0 0.1833
C -4.129 -0.850 0.556 0.0 0.0 0.0 -0.2091
F -4.072 -1.256 1.823 0.0 0.1 0.1 0.1219
C -2.968 -0.485 -0.131 0.0 0.0 0.0 -0.2843
P -1.416 -0.521 0.880 -0.4 -0.1 0.0 1.0449
C -1.862 0.794 2.059 0.0 0.1 0.0 -0.3676
C -1.822 2.088 1.532 -0.1 0.0 0.0 -0.1279
C -2.208 3.167 2.310 0.0 0.0 0.0 -0.0593
C -2.624 2.964 3.621 0.0 0.0 0.0 -0.0461
C -2.666 1.680 4.143 0.0 0.0 0.0 -0.0400
C -2.293 0.591 3.365 0.0 -0.1 0.0 -0.0689
C -1.542 -2.164 1.641 0.1 0.0 -0.1 -0.3975
C -2.071 -3.215 0.888 0.1 0.0 0.0 -0.0978
C -2.083 -4.504 1.400 0.0 0.0 0.0 -0.0386
C -1.572 -4.757 2.666 0.0 0.0 0.0 -0.0408
C -1.045 -3.716 3.418 0.0 0.0 0.0 -0.0457
C -1.021 -2.425 2.906 0.0 0.0 0.0 -0.1137
C -3.160 -0.049 -1.443 0.0 0.0 -0.1 -0.5422
Br -1.776 0.601 -2.542 0.0 -0.1 0.1 1.0103
C -4.415 -0.004 -2.025 0.0 0.0 0.0 -0.2586
F -4.570 0.424 -3.270 0.0 0.0 0.0 0.0994
H -1.493 2.254 0.511 0.0 0.0 0.0 0.0933
H -2.193 4.165 1.893 0.0 0.0 0.0 0.1177
H -2.934 3.804 4.228 0.0 0.0 0.0 0.1208
H -3.014 1.516 5.155 0.0 0.0 0.0 0.1222
H -2.385 -0.403 3.777 0.0 0.0 0.0 0.1030
H -2.486 -3.033 -0.096 0.0 0.0 0.0 0.1172
H -2.510 -5.309 0.815 0.0 0.0 0.0 0.1245
H -1.603 -5.759 3.073 0.0 0.0 0.0 0.1242
H -0.665 -3.905 4.414 0.0 0.0 0.0 0.1230
H -0.620 -1.624 3.511 0.0 0.0 0.0 0.0832
Cl 5.810 1.187 0.785 0.0 0.1 0.0 0.8402
C 5.162 -0.331 1.179 -0.8 -0.1 -0.2 -0.5585
C 5.958 -1.316 1.757 0.0 -0.4 0.2 -0.0806
C 5.440 -2.566 2.039 -0.2 0.2 -0.1 -0.5660
Cl 6.447 -3.746 2.724 0.1 -0.1 0.1 0.8463
C 4.065 -2.886 1.760 0.4 0.0 0.1 -0.1491
C 3.479 -4.146 1.934 0.1 0.1 0.0 0.0489
C 2.163 -4.316 1.566 -0.3 0.1 0.0 0.0141
C 1.424 -3.235 1.091 -0.1 -0.3 0.1 -0.0669
N 1.937 -2.009 0.955 -0.2 0.5 -0.2 -0.0282
C 3.262 -1.864 1.242 0.5 0.8 -0.2 -0.1688
C 3.804 -0.594 0.905 1.1 -1.1 0.9 -0.3610
O 3.018 0.235 0.304 -2.1 0.5 -0.7 -0.1686
H 6.996 -1.103 1.971 0.0 0.0 0.0 0.1286
H 4.060 -4.970 2.327 0.0 0.0 0.0 0.1208
H 1.679 -5.278 1.651 0.0 0.0 0.0 0.1304
H 0.388 -3.366 0.820 0.0 0.0 0.0 0.0945
N 1.348 -0.554 -1.861 -0.2 0.3 0.1 -0.0240
C 1.884 0.746 -2.378 0.1 0.1 0.0 -0.2702
C 2.145 0.851 -3.872 0.0 -0.1 0.0 -0.1164
C 0.960 0.715 -4.845 0.0 0.0 0.0 -0.1588
C 0.797 1.959 -5.713 -0.1 0.2 -0.2 -0.1395
N 0.352 3.086 -4.896 -0.2 0.1 -0.6 0.0912
C -0.752 3.806 -5.042 0.3 -0.1 -0.1 -0.4272
N -1.441 3.813 -6.182 -0.1 0.0 -0.1 0.2233
N -1.183 4.533 -4.008 -0.1 0.1 0.1 0.2162
C 1.036 1.872 -1.775 -0.1 -0.4 0.1 -0.5626
O 0.782 2.894 -2.370 0.2 0.1 0.9 0.0759
O 0.616 1.620 -0.547 0.0 0.3 -0.2 -0.2395
H 2.037 -1.286 -2.016 0.0 0.0 0.0 0.1301
H 0.511 -0.823 -2.377 -0.1 0.0 0.0 0.0590
H 2.854 0.869 -1.888 0.0 0.0 0.1 0.1486
H 2.921 0.125 -4.126 0.0 0.0 0.0 0.1330
H 2.621 1.825 -4.004 0.1 0.0 0.0 0.1334
H 0.017 0.536 -4.324 0.1 0.0 -0.1 0.0249
H 1.108 -0.141 -5.504 0.0 0.0 0.0 0.1285
H 0.090 1.771 -6.517 -0.1 0.0 0.0 0.1229
H 1.752 2.214 -6.175 0.0 0.0 -0.1 0.1389
H 0.819 3.181 -3.998 -0.1 0.0 -0.1 0.0898
H -1.036 3.475 -7.037 0.0 0.0 0.0 0.1273
H -2.281 4.361 -6.266 0.0 0.0 0.0 0.1371
H -0.714 4.475 -3.118 0.0 0.0 0.0 0.1099
H -1.862 5.264 -4.133 0.0 0.0 0.0 0.1354
N 1.286 2.232 3.752 -0.1 0.0 -0.1 0.1321
C 1.505 1.037 4.392 0.0 -0.1 0.0 -0.0201
C 1.414 0.083 3.433 0.0 0.0 0.1 -0.1068
N 1.138 0.694 2.221 -0.1 -0.2 -0.3 -0.1180
C 1.075 1.998 2.455 0.1 0.1 0.1 -0.1378
H 1.273 3.143 4.187 0.0 0.0 0.0 0.1829
H 1.702 0.972 5.448 0.0 0.0 0.0 0.1385
H 1.546 -0.981 3.519 0.0 0.0 0.0 0.1096
H 0.866 2.757 1.720 0.1 0.0 0.0 0.1437
```
Positions in Å, forces in eV/Å.